This record from OMol25 describes 2 unconnected molecules or ions with the total composition C2H7NO2 at a distorted geometry. The level of theory is ωB97M-V/def2-TZVPD.

net charge = +1
DFT total energy = -7762.02569 eV
HOMO energy (alpha / beta) = -0.5319 / -0.5319 hartree
M = 77.08 g/mol
multiplicity = 2
Kohn-Sham gap (alpha / beta) = 9.5 / 4.6 eV

Element x y z (Å)
O 1.138 0.398 0.947
C 0.019 0.708 0.769
C -0.539 0.810 -0.735
N -1.462 1.868 -0.863
H -0.688 0.920 1.591
H -1.078 -0.104 -0.994
H 0.380 0.939 -1.314
H -1.969 1.974 -1.757
H -1.047 2.778 -0.638
H 1.463 -3.247 -0.568
H 0.952 -2.432 0.598
O 0.881 -3.309 0.208

Forces on atoms 1 to 3 (eV/Å):
O -0.001 -0.081 0.109
C 0.414 -0.212 0.243
C -1.888 0.003 0.184

This record from OMol25 describes a molecular structure, C18H30NO5P2STl at a distorted geometry. The level of theory is ωB97M-V/def2-TZVPD.

net charge = +2
DFT total energy = -64968.99478 eV
HOMO energy (alpha / beta) = -0.4810 / -0.4810 hartree
M = 638.84 g/mol
multiplicity = 1
Kohn-Sham gap (alpha / beta) = 3.9 / 5.0 eV

Element x y z (Å)
Tl -0.049 -1.058 0.353
P -2.546 0.091 0.676
C -3.772 -0.185 -0.536
C -3.365 -0.064 -1.893
N -2.017 -0.139 -2.169
C -1.533 0.525 -3.219
C -2.374 1.091 -4.183
C -3.754 0.991 -4.043
C -4.278 0.396 -2.899
C -0.015 0.587 -3.390
P 0.809 -0.809 -2.515
H -5.349 0.465 -2.680
H -1.887 1.559 -5.036
H -4.397 1.419 -4.804
H 0.249 0.568 -4.464
H 0.443 1.522 -3.015
H -4.885 -5.006 -1.325
H -4.840 -0.198 -0.383
H -1.522 -3.469 -1.872
O -4.259 -4.403 -0.913
H -4.412 -4.425 0.053
H -0.229 -2.415 -1.383
O -0.579 -3.497 -1.611
H -0.464 -4.065 -0.804
C 0.672 -2.110 -3.783
H 1.040 -1.641 -4.702
H 1.328 -2.959 -3.527
H -0.349 -2.485 -3.969
C 2.532 -0.273 -2.833
H 3.227 -1.114 -2.682
H 2.621 0.107 -3.869
H 2.772 0.536 -2.121
C -2.291 1.893 0.811
H -3.297 2.360 0.788
H -1.760 2.211 1.726
H -1.673 2.288 -0.017
C -3.200 -0.424 2.291
H -2.459 -0.256 3.090
H -4.103 0.176 2.487
H -3.443 -1.499 2.285
C 5.891 1.257 5.475
C 4.705 1.283 4.547
C 4.060 2.492 4.259
C 2.958 2.550 3.405
C 2.504 1.372 2.810
C 3.113 0.148 3.096
C 4.216 0.113 3.949
S 1.021 1.409 1.814
O 0.224 0.274 2.396
O 0.430 2.708 1.967
O 1.394 1.055 0.412
H 6.683 1.926 5.120
H 5.628 1.597 6.483
H 6.318 0.255 5.572
H 4.429 3.401 4.732
H 2.431 3.481 3.210
H 2.709 -0.769 2.669
H 4.693 -0.845 4.160

Forces on atoms 1 to 3 (eV/Å):
Tl 0.346 0.935 1.133
P -0.504 0.291 1.212
C 0.321 0.117 -1.410

This record from OMol25 describes a molecular structure, C37H63ClN3O2PTi at a distorted geometry. The level of theory is ωB97M-V/def2-TZVPD.

net charge = +2
DFT total energy = -92871.34135 eV
HOMO energy (alpha / beta) = -0.4564 / -0.4900 hartree
M = 696.22 g/mol
multiplicity = 3
Kohn-Sham gap (alpha / beta) = 7.1 / 8.0 eV

Element x y z (Å)
Ti -0.138 0.277 -1.084
N -1.366 -3.942 -4.780
C -1.519 -2.644 -4.096
C -0.331 -1.789 -4.284
C 0.841 -2.108 -3.344
N 1.178 -0.805 -2.609
C 0.490 -3.265 -2.351
C -0.875 -3.037 -1.666
N -0.941 -1.992 -0.594
C -1.995 -2.851 -2.675
H -1.102 -3.737 -5.744
H -2.288 -4.429 -4.676
H -0.620 -4.593 -4.382
H -2.406 -2.242 -4.627
H -0.674 -0.754 -4.206
H -0.103 -1.849 -5.308
H 1.726 -2.364 -3.856
H 1.684 -0.205 -3.260
H 1.876 -1.141 -1.951
H 1.216 -3.374 -1.551
H 0.431 -4.186 -2.914
H -0.993 -4.054 -1.201
H -0.334 -2.306 0.166
H -1.938 -2.023 -0.278
H -2.559 -1.909 -2.397
H -2.690 -3.687 -2.600
C 5.037 -2.494 0.447
C 3.688 -2.993 -0.001
C 3.446 -4.362 0.648
C 2.586 -2.020 0.463
C 1.674 -2.275 1.455
C 0.986 -1.225 2.139
C 0.224 -1.726 3.303
C 1.126 -2.575 4.189
C -0.992 -2.574 2.798
C 1.150 0.137 1.773
C 2.028 0.401 0.689
C 2.791 -0.636 0.129
C 2.431 1.801 0.199
C 3.843 2.057 0.719
C 2.337 2.045 -1.298
C 0.667 1.312 2.613
C 1.352 1.324 3.828
C 1.106 2.276 4.775
C 0.136 3.264 4.564
C -0.538 3.309 3.363
C -0.327 2.336 2.370
P -1.273 2.220 0.807
C -1.373 4.118 0.172
C -0.024 4.730 0.419
C -1.616 4.029 -1.403
C -2.463 4.945 0.761
C -2.904 1.522 1.192
C -3.840 1.818 0.025
C -2.581 0.040 1.339
C -3.581 1.994 2.482
H 5.878 -3.062 0.020
H 5.089 -2.502 1.559
H 5.247 -1.412 0.195
H 3.715 -3.107 -1.084
H 3.400 -4.259 1.703
H 4.332 -4.938 0.477
H 2.558 -4.846 0.210
H 1.495 -3.261 1.812
H -0.136 -0.888 3.913
H 1.360 -3.482 3.633
H 0.693 -2.935 5.120
H 2.052 -2.132 4.457
H -0.692 -3.314 2.055
H -1.811 -1.960 2.457
H -1.374 -3.031 3.738
H 3.576 -0.314 -0.538
H 1.716 2.481 0.627
H 4.645 1.438 0.306
H 3.781 1.802 1.819
H 4.103 3.100 0.578
H 2.881 1.229 -1.861
H 3.050 2.844 -1.472
H 1.342 2.289 -1.654
H 2.034 0.563 4.015
H 1.728 2.325 5.653
H -0.023 3.958 5.366
H -1.297 4.075 3.190
H 0.769 4.116 0.167
H 0.041 5.061 1.472
H 0.013 5.665 -0.251
H -0.840 3.537 -2.027
H -1.731 5.025 -1.846
H -2.542 3.519 -1.638
H -2.340 5.135 1.766
H -3.476 4.533 0.619
H -2.468 5.933 0.284
H -3.480 1.395 -0.948
H -4.004 2.920 -0.086
H -4.833 1.362 0.262
H -2.160 -0.383 0.390
H -3.449 -0.565 1.572
H -1.809 -0.068 2.059
H -3.743 3.087 2.438
H -3.003 1.697 3.390
H -4.586 1.550 2.581
Cl -3.995 0.127 -4.409
C -2.879 1.453 -3.987
C -1.888 0.985 -2.979
O -2.175 0.105 -2.144
O -0.688 1.363 -3.063
H -3.406 2.342 -3.708
H -2.329 1.660 -4.904

Forces on atoms 1 to 3 (eV/Å):
Ti -0.922 0.145 -0.534
N 0.536 -2.273 0.437
C -2.327 0.451 0.521